Formula: C4H9N3
Source: OMol25
Level of theory: ωB97M-V with the def2-TZVPD basis set

The geometry in XYZ format:
```
16
Properties=species:S:1:pos:R:3:lowdin_charge:R:1
C -1.4220 -1.3520 -0.4665 -0.042
N 0.9913 0.1269 -0.3184 -0.115
C -0.8438 -0.1714 0.2333 -0.408
N 1.6063 -1.1176 0.0385 0.015
C -0.7890 1.4016 0.4056 -0.315
C 0.6294 1.7124 0.4269 -0.007
N -1.2235 0.3658 1.3545 0.097
H 0.8885 0.2121 -1.3276 0.114
H 2.5053 -1.1911 -0.4299 0.069
H 1.7651 -1.0879 1.0427 0.087
H -1.4802 1.9611 -0.2181 0.107
H -2.2281 -1.0159 -1.1211 0.080
H -0.6641 -1.8919 -1.0350 0.058
H -1.8446 -2.0447 0.2628 0.079
H 0.9931 2.4911 -0.2402 0.087
H 1.1162 1.6015 1.3926 0.094
```

Computed properties:
HOMO-LUMO gap: 8.31 eV
Charge: 0
HOMO level: -7.37 eV

=====

Formula: C42H68BN7OPPt
Source: OMol25
Level of theory: ωB97M-V with the def2-TZVPD basis set

The geometry in XYZ format:
```
121
Properties=species:S:1:pos:R:3:lowdin_charge:R:1
Pt 0.0901 -1.0639 1.2052 1.127
C 2.9870 1.2995 0.6055 -0.015
C 3.2472 -0.1501 0.7902 -0.331
C 4.4836 -0.7939 0.8404 0.026
C 4.2118 -2.1016 1.1993 -0.268
C 5.1878 -3.1934 1.4294 -0.012
N 2.8757 -2.2261 1.3293 0.036
N 2.3005 -1.0445 1.0530 -0.015
B 2.1128 -3.2634 2.1892 -0.499
N 1.6182 -2.4708 3.4188 0.032
N 0.8658 -1.3626 3.2761 -0.026
C 0.7129 -0.7935 4.4623 -0.319
C -0.0543 0.4696 4.6048 -0.018
C 1.3824 -1.5625 5.4180 0.033
C 1.9425 -2.6189 4.7191 -0.256
C 2.7664 -3.7374 5.2466 -0.011
N 0.8611 -3.8192 1.4784 0.025
N -0.3084 -3.1731 1.6186 -0.030
C -1.2991 -4.0074 1.3106 -0.347
C -2.7227 -3.6029 1.4526 -0.016
C -0.7464 -5.2359 0.9428 0.029
C 0.6261 -5.0751 1.0547 -0.274
C 1.7066 -6.0362 0.7290 -0.008
H 3.0941 1.5939 -0.4374 0.067
H 3.7070 1.8697 1.1915 0.095
H 1.9825 1.5297 0.9545 0.051
H 5.4389 -0.3475 0.6574 0.112
H 6.1938 -2.8069 1.2933 0.086
H 5.0312 -4.0154 0.7342 0.086
H 5.0994 -3.5805 2.4413 0.074
H 2.8170 -4.1542 2.4958 0.116
H -0.3961 0.7829 3.6160 0.048
H 0.5742 1.2497 5.0336 0.086
H -0.9142 0.3253 5.2572 0.086
H 1.4596 -1.3616 6.4673 0.113
H 2.7784 -3.7002 6.3327 0.086
H 3.7902 -3.6600 4.8835 0.082
H 2.3673 -4.6988 4.9298 0.086
H -2.7756 -2.5746 1.8082 0.059
H -3.2154 -4.2469 2.1796 0.089
H -3.2634 -3.6923 0.5112 0.082
H -1.2740 -6.1185 0.6464 0.115
H 1.2958 -6.8863 0.1921 0.087
H 2.1909 -6.3979 1.6335 0.088
H 2.4628 -5.5475 0.1187 0.083
O -0.7852 1.1609 0.7907 -0.418
P -1.6109 1.8795 -0.2292 0.889
C -1.9364 3.6327 0.3529 -0.316
C -2.3984 3.5539 1.8192 -0.196
C -1.6895 4.5572 2.7218 -0.190
C -0.1890 4.2935 2.6957 -0.174
C 0.3507 4.2448 1.2562 -0.176
C -0.7213 4.5545 0.2150 -0.193
C -3.2449 0.9921 -0.5501 -0.322
C -3.5961 -0.0109 0.5550 -0.208
C -4.5073 0.5351 1.6477 -0.185
C -5.7620 1.1371 1.0283 -0.191
C -5.3758 2.2932 0.1145 -0.188
C -4.4498 1.8274 -1.0034 -0.190
C -0.6395 2.0151 -1.8361 -0.272
C -1.2912 2.9252 -2.8823 -0.179
C -2.2391 2.1936 -3.8264 -0.181
C -1.4981 1.0765 -4.5486 -0.179
C -0.9460 0.0805 -3.5348 -0.142
C -0.0242 0.7841 -2.5407 -0.244
H -2.7407 4.0289 -0.2747 0.110
H -2.1677 2.5590 2.2085 0.089
H -3.4745 3.7117 1.8920 0.098
H -2.0639 4.4334 3.7388 0.117
H -1.9162 5.5797 2.4195 0.115
H -0.0101 3.3312 3.1763 0.096
H 0.3312 5.0516 3.2819 0.111
H 0.7455 3.2495 1.0532 0.071
H 1.1670 4.9575 1.1368 0.114
H -0.2866 4.4808 -0.7836 0.096
H -1.0618 5.5858 0.3297 0.123
H -2.9565 0.3958 -1.4256 0.086
H -2.6697 -0.3850 1.0170 0.060
H -4.1063 -0.8633 0.0958 0.123
H -3.9911 1.3006 2.2268 0.099
H -4.7762 -0.2805 2.3253 0.116
H -6.4337 1.4909 1.8106 0.114
H -6.2938 0.3707 0.4601 0.118
H -4.8911 3.0694 0.7048 0.087
H -6.2695 2.7312 -0.3343 0.119
H -4.1123 2.6964 -1.5701 0.095
H -5.0388 1.2008 -1.6794 0.125
H 0.2237 2.5569 -1.4175 0.115
H -0.4924 3.3606 -3.4882 0.122
H -1.8183 3.7487 -2.4003 0.100
H -2.6373 2.9051 -4.5522 0.121
H -3.0781 1.7762 -3.2727 0.090
H -0.6745 1.5045 -5.1252 0.103
H -2.1635 0.5701 -5.2500 0.118
H -0.3632 -0.6880 -4.0484 0.127
H -1.7706 -0.4290 -3.0366 0.109
H 0.7900 1.1929 -3.1506 0.133
H 1.0529 0.4516 -0.7662 0.087
C 2.5426 0.3141 -6.1414 -0.127
N 3.1373 1.0392 -5.0395 -0.209
C 2.9353 2.4715 -5.0874 -0.134
C 2.9052 -0.2078 -2.5875 0.108
C 1.8359 -0.9094 -2.1739 -0.233
C 1.8097 -2.3350 -2.3088 0.027
C 0.7467 -3.0900 -1.9224 -0.040
C -0.3698 -2.4828 -1.3099 -0.013
C -0.3685 -1.1434 -0.9509 -0.256
C 0.6495 -0.1977 -1.5509 -0.250
H 3.0007 0.5438 -7.1102 0.081
H 1.4818 0.5558 -6.1991 0.068
H 2.6462 -0.7541 -5.9531 0.076
H 4.1319 0.8380 -5.0012 0.107
H 1.8671 2.6740 -5.1652 0.065
H 3.4375 2.9695 -5.9272 0.082
H 3.3054 2.9125 -4.1611 0.075
H 2.9470 0.8615 -2.5020 0.063
H 3.7635 -0.6872 -3.0195 0.083
H 2.6736 -2.8041 -2.7545 0.128
H 0.7339 -4.1574 -2.0896 0.114
H -1.2485 -3.0819 -1.1107 0.119
H -1.3503 -0.7054 -0.7930 0.068
```

Computed properties:
HOMO-LUMO gap (alpha / beta): 6.03 / 6.09 eV
Charge: +1
HOMO level (alpha / beta): -9.95 / -10.00 eV

=====

Formula: C31H50BiCl3I2N5O9S
Source: OMol25
Level of theory: ωB97M-V with the def2-TZVPD basis set

The geometry in XYZ format:
```
102
Properties=species:S:1:pos:R:3:lowdin_charge:R:1
Bi 0.0081 1.5138 0.8764 1.635
O -4.5281 1.4464 1.1171 -0.317
Cl -3.2264 1.8032 1.5646 0.629
O -2.5239 0.6388 2.0584 -0.445
O -3.2844 2.8017 2.5677 -0.302
O -2.4539 2.2758 0.4215 -0.598
C -0.0420 -1.7418 2.0923 -0.103
N 0.9519 -0.7027 2.3132 -0.342
C 2.1554 -0.9494 1.5286 -0.115
C 1.3223 -0.5577 3.7211 -0.192
C 0.1800 -0.2808 4.6946 -0.198
N -0.4253 1.0311 4.5461 -0.256
C 0.3346 2.0622 5.2222 -0.101
C -1.8048 1.0523 4.9962 -0.115
H 0.2345 -2.6808 2.5974 0.098
H -0.1341 -1.9372 1.0257 0.057
H -1.0146 -1.4077 2.4510 0.068
H 2.6628 -1.8789 1.8338 0.096
H 2.8501 -0.1186 1.6427 0.072
H 1.8871 -1.0318 0.4748 0.053
H 2.0630 0.2386 3.7686 0.082
H 1.8126 -1.4886 4.0636 0.125
H 0.5867 -0.4130 5.7142 0.123
H -0.6001 -1.0316 4.5581 0.105
H 1.3920 1.9745 4.9798 0.070
H -0.0157 3.0433 4.8949 0.086
H 0.2203 2.0063 6.3204 0.087
H -1.8886 0.8812 6.0843 0.085
H -2.3715 0.2894 4.4681 0.068
H -2.2453 2.0173 4.7522 0.073
Cl -5.4605 0.5266 -3.2673 0.492
C -4.0859 1.3750 -2.5515 -0.990
Cl -2.6236 0.3860 -2.6202 0.570
H -4.3178 1.5666 -1.5071 0.006
H -3.8979 2.2837 -3.1173 -0.010
I -0.2034 2.8728 -1.3549 0.497
I -1.1493 3.9558 -3.9452 -0.091
C -3.4109 -5.5847 -1.9653 -0.054
C -3.0979 -4.2337 -1.3770 -0.268
C -3.9804 -3.6465 -0.4725 0.006
C -3.6809 -2.4123 0.1050 -0.242
C -4.6130 -1.7847 1.1008 -0.037
C -2.5105 -1.7767 -0.2491 -0.020
C -1.5896 -2.3107 -1.1977 -0.312
C -1.9322 -3.5891 -1.7290 0.020
N -0.5115 -1.5658 -1.4461 0.165
C 0.4127 -1.8011 -2.5315 -0.445
C 1.3249 -3.0173 -2.2516 -0.071
C 2.3605 -3.1724 -3.3653 -0.290
C 3.2400 -1.9212 -3.4152 -0.116
C 2.3617 -0.7068 -3.7218 -0.286
C 1.6772 -0.8961 -5.0755 -0.115
C 0.7896 -2.1373 -5.0049 -0.288
C 1.6480 -3.3684 -4.7058 -0.120
C -0.2647 -1.9586 -3.9121 -0.084
C 1.3029 -0.5456 -2.6298 -0.104
H -4.3498 -5.9702 -1.5717 0.069
H -2.6170 -6.2947 -1.7299 0.078
H -3.4913 -5.5254 -3.0512 0.079
H -4.8993 -4.1580 -0.2148 0.112
H -5.4285 -2.4588 1.3611 0.074
H -5.0340 -0.8621 0.7046 0.068
H -4.0739 -1.5136 2.0084 0.074
H -2.2875 -0.8148 0.1884 0.080
H -1.2680 -4.1049 -2.4063 0.096
H 0.7271 -3.9271 -2.1745 0.106
H 1.8248 -2.8692 -1.2888 0.121
H 2.9878 -4.0473 -3.1569 0.137
H 4.0129 -2.0323 -4.1829 0.118
H 3.7393 -1.7837 -2.4509 0.122
H 2.9839 0.1934 -3.7606 0.120
H 2.4304 -1.0173 -5.8616 0.118
H 1.0699 -0.0178 -5.3106 0.125
H 0.2848 -2.2723 -5.9672 0.138
H 2.3862 -3.5098 -5.5012 0.116
H 1.0198 -4.2649 -4.6691 0.118
H -0.9442 -2.8102 -3.9180 0.105
H -0.8596 -1.0632 -4.1069 0.089
H 0.6647 0.3112 -2.8705 0.083
H 1.7809 -0.3503 -1.6676 0.091
C 0.4270 6.2095 2.2172 -0.001
N 1.2344 5.0434 2.5195 -0.043
C 2.5424 5.1496 2.9262 -0.046
C 3.2987 4.0680 3.1398 0.024
C 2.7640 2.7276 2.8932 -0.518
O 3.3560 1.7028 3.1907 0.020
N 1.4909 2.7082 2.3487 0.049
C 0.8041 3.8197 2.1232 -0.609
O -0.3295 3.6944 1.5759 -0.207
H 0.7356 7.0274 2.8665 0.089
H -0.6181 5.9650 2.3937 0.097
H 0.5545 6.4921 1.1701 0.105
H 2.9004 6.1626 3.0495 0.127
H 4.3269 4.1404 3.4535 0.115
C 3.4884 2.5688 -2.0636 -0.131
S 3.0299 2.6896 -0.3298 0.376
O 2.3841 3.9663 -0.1188 -0.398
O 4.2399 2.5087 0.4235 -0.300
O 2.0735 1.5145 -0.1692 -0.669
H 4.4095 3.1277 -2.1947 0.063
H 2.6920 2.9685 -2.6835 0.042
H 3.6456 1.5154 -2.2748 0.040
```

Computed properties:
HOMO-LUMO gap (alpha / beta): 5.90 / 6.14 eV
Charge: -1
HOMO level (alpha / beta): -5.03 / -5.68 eV

=====

Formula: C7H16AlCaF6LiNO6P
Source: OMol25
Level of theory: ωB97M-V with the def2-TZVPD basis set

The geometry in XYZ format:
```
40
Properties=species:S:1:pos:R:3:lowdin_charge:R:1
C -0.5680 -1.0454 0.7589 -0.142
C -0.5388 0.5090 1.2802 -0.280
C -1.9282 1.3477 1.0494 -0.173
C -2.7062 1.0323 -0.3599 -0.195
O -3.6011 -0.1560 -0.2048 -0.115
O -4.8127 0.2337 -0.5349 -0.095
C -5.7913 -0.3310 0.4096 -0.247
N -6.5470 0.5865 1.3692 0.107
O -6.0576 -1.6403 0.4827 0.121
H -0.0098 -1.1747 -0.2843 -0.017
H 0.0944 -1.6656 1.5348 0.125
H -1.6222 -1.5540 0.7651 0.112
H 0.4257 1.0236 0.8319 -0.076
H -0.3658 0.4652 2.4603 0.167
H -1.6153 2.4988 1.0019 0.041
H -2.6537 1.1946 1.9552 0.117
H -3.4496 1.9469 -0.5488 -0.082
H -2.0208 0.9792 -1.3068 0.156
H -7.2171 0.0578 1.9697 0.147
H -5.8731 1.1106 1.9881 0.029
Al 1.2829 0.4968 -0.8433 1.180
F 5.0248 -1.3256 -4.4190 -0.128
P 4.2840 0.0107 -4.1152 -0.044
F 2.8610 0.6374 -4.0056 -0.202
F 4.7488 1.0166 -3.0198 -0.158
F 3.8799 -0.9643 -2.9686 -0.179
F 3.6792 -0.0616 -5.5492 -0.136
F 5.5027 0.7642 -4.7259 -0.130
O -0.3192 3.7577 0.8300 -0.329
H -0.1150 4.6644 0.6905 -0.085
O 3.3914 -3.0291 0.2717 -0.005
C 3.5667 -2.3015 1.3838 -0.304
C 4.9986 -2.6368 2.0174 -0.248
O 5.1679 -1.9207 3.1376 0.043
H 2.8377 -2.4495 2.2001 0.122
H 3.5426 -1.2029 1.2726 0.111
H 5.7277 -2.4747 1.2032 0.150
H 5.0307 -3.7363 2.1156 0.144
Li -4.7171 2.1258 1.6687 0.796
Ca -3.5171 3.2104 -1.7621 1.702
```

Computed properties:
HOMO-LUMO gap: 1.46 eV
Charge: +2
HOMO level: -12.60 eV

=====

Question: charge of number 3 (C31H50BiCl3I2N5O9S)?
Answer: -1

=====

Please write out number 1 again, unchanged.
Formula: C4H9N3
Source: OMol25
Level of theory: ωB97M-V with the def2-TZVPD basis set

The geometry in XYZ format:
```
16
Properties=species:S:1:pos:R:3:lowdin_charge:R:1
C -1.4220 -1.3520 -0.4665 -0.042
N 0.9913 0.1269 -0.3184 -0.115
C -0.8438 -0.1714 0.2333 -0.408
N 1.6063 -1.1176 0.0385 0.015
C -0.7890 1.4016 0.4056 -0.315
C 0.6294 1.7124 0.4269 -0.007
N -1.2235 0.3658 1.3545 0.097
H 0.8885 0.2121 -1.3276 0.114
H 2.5053 -1.1911 -0.4299 0.069
H 1.7651 -1.0879 1.0427 0.087
H -1.4802 1.9611 -0.2181 0.107
H -2.2281 -1.0159 -1.1211 0.080
H -0.6641 -1.8919 -1.0350 0.058
H -1.8446 -2.0447 0.2628 0.079
H 0.9931 2.4911 -0.2402 0.087
H 1.1162 1.6015 1.3926 0.094
```

Computed properties:
HOMO-LUMO gap: 8.31 eV
Charge: 0
HOMO level: -7.37 eV

=====

Question: The lowest charge belongs to which entry?
Answer: C31H50BiCl3I2N5O9S